Entry 1:
The following is a DFT calculation (ωB97M-V/def2-TZVPD) of C29H53FN10O5Si2 as an isolated structure at a distorted geometry.

Calculated values
lowest unoccupied orbital energy: -0.096 eV
gap between HOMO and LUMO: 8.757 eV

```
100
Properties=species:S:1:pos:R:3:lowdin_charge:R:1
C -1.104 -3.882 -1.407 -0.1230
C -0.537 -2.490 -1.701 -0.2770
C 0.436 -1.974 -0.636 -0.2580
C 1.525 -3.009 -0.285 -0.2200
Si 3.144 -2.252 0.301 0.5639
C 3.437 -2.844 2.059 -0.2282
C 2.242 -2.787 3.045 -0.2193
C 2.596 -2.036 4.350 -0.1679
C 1.802 -0.740 4.570 -0.2175
N 0.706 -0.968 5.514 0.0117
C -0.528 -1.491 5.019 -0.4801
C -1.288 -0.841 3.897 -0.0369
O -0.995 -2.481 5.541 0.0765
C 4.562 -2.946 -0.769 -0.2389
O 5.419 -2.039 -1.447 -0.1886
C 4.784 -1.246 -2.432 -0.2754
C 3.805 -1.979 -3.355 -0.0608
O 2.974 -0.569 0.214 -0.2335
Si 3.981 0.449 0.966 0.2813
F 3.299 1.004 2.290 -0.0991
O 5.451 -0.271 1.352 -0.1914
N 5.967 0.180 2.622 -0.0458
O 7.122 0.163 2.635 0.0982
H -1.305 -3.971 -0.341 0.0702
H -2.021 -4.013 -1.969 0.0316
H -0.406 -4.642 -1.744 0.0667
H -0.035 -2.492 -2.670 0.0930
H -1.368 -1.790 -1.796 0.0984
H 0.870 -1.047 -1.002 0.0860
H -0.154 -1.770 0.258 0.1023
H 1.722 -3.684 -1.118 0.0762
H 1.144 -3.641 0.517 0.0760
H 4.325 -2.385 2.487 0.0578
H 3.707 -3.892 1.908 0.0823
H 1.994 -3.814 3.294 0.1041
H 1.358 -2.332 2.597 0.0894
H 2.363 -2.670 5.200 0.1090
H 3.658 -1.808 4.349 0.0947
H 1.484 -0.345 3.601 0.0938
H 2.445 0.024 4.999 0.1141
H 0.531 -0.146 6.077 0.1213
H -1.650 -1.646 3.272 0.0426
H -0.733 -0.117 3.313 0.0429
H -2.172 -0.336 4.281 0.0824
H 4.153 -3.708 -1.437 0.0754
H 5.209 -3.497 -0.084 0.0919
H 4.273 -0.381 -2.005 0.0929
H 5.587 -0.838 -3.042 0.1148
H 2.779 -1.836 -3.023 0.0677
H 3.865 -1.515 -4.337 0.0762
H 4.046 -3.029 -3.480 0.0779
H 4.240 1.607 0.109 0.0247
C -1.170 3.137 -0.906 -0.1014
C -0.580 2.661 -2.151 -0.2843
N -0.127 2.303 -3.144 0.1111
H -2.234 2.914 -0.898 0.0714
H -0.696 2.647 -0.060 0.0493
H -1.036 4.207 -0.825 0.0388
C -4.697 -3.145 4.091 -0.0527
C -4.112 -2.401 2.986 -0.2700
N -3.626 -1.843 2.108 0.1520
H -3.961 -3.244 4.888 0.0824
H -5.572 -2.620 4.470 0.0822
H -4.993 -4.135 3.751 0.0852
C -3.461 3.692 -5.200 -0.0699
C -3.988 4.189 -3.938 -0.2918
N -4.410 4.575 -2.941 0.1181
H -3.131 4.525 -5.819 0.0842
H -2.617 3.029 -5.015 0.0770
H -4.243 3.142 -5.717 0.0300
C 1.376 5.576 1.849 -0.0809
C -0.034 5.522 1.487 -0.2644
N -1.125 5.447 1.139 0.1359
H 1.604 6.516 2.344 0.0829
H 1.623 4.753 2.517 0.0815
H 1.983 5.493 0.952 0.0602
C -4.373 1.936 2.188 -0.0576
C -3.033 1.497 1.833 -0.2713
N -1.981 1.147 1.543 0.1631
H -4.423 3.023 2.159 0.0847
H -5.091 1.524 1.481 0.0840
H -4.621 1.590 3.189 0.0789
C -4.441 -2.518 -4.850 -0.0670
C -3.161 -3.184 -4.649 -0.2639
N -2.152 -3.704 -4.481 0.1521
H -4.284 -1.447 -4.959 0.0713
H -4.920 -2.903 -5.747 0.0817
H -5.088 -2.698 -3.994 0.0810
C -7.757 2.417 -4.663 -0.0590
C -6.620 1.799 -5.331 -0.2682
N -5.712 1.319 -5.843 0.1372
H -7.892 1.972 -3.680 0.0856
H -7.578 3.484 -4.547 0.0844
H -8.658 2.266 -5.253 0.0833
C 5.564 4.976 -0.607 -0.0635
C 5.033 5.196 0.732 -0.2739
N 4.615 5.369 1.786 0.1414
H 5.131 4.074 -1.036 0.0729
H 5.320 5.824 -1.243 0.0841
H 6.645 4.863 -0.560 0.0856
```

---

Entry 2:
The following is a DFT calculation (ωB97M-V/def2-TZVPD) of C3H3NO2 as an isolated structure at a distorted geometry.

Calculated values
ΔE to the lowest compared entry with this formula, charge and spin: 353.6 kJ/mol
lowest unoccupied orbital energy: -0.982 eV
gap between HOMO and LUMO: 10.300 eV

```
9
Properties=species:S:1:pos:R:3:lowdin_charge:R:1
C 0.050 -0.945 0.813 0.1682
C -0.485 0.636 -1.234 -0.5613
O -0.853 -0.523 -0.765 0.0107
C 0.542 1.278 -0.303 -0.1123
O -0.970 1.296 -2.130 0.1162
N 1.339 1.568 0.495 0.1594
H -0.866 -1.373 1.207 0.0733
H 0.772 -1.550 0.274 0.0832
H 0.471 -0.387 1.642 0.0626
```

---

Entry 3:
The following is a DFT calculation (ωB97M-V/def2-TZVPD) of a 8-piece molecular cluster, C32H88N8O8 overall at a distorted geometry.

Calculated values
ΔE to the lowest compared entry with this formula, charge and spin: 6.8 kJ/mol
lowest unoccupied orbital energy: 0.516 eV
gap between HOMO and LUMO: 9.304 eV
SMILES: COC[C@H](C)N.COC[C@H](C)N.COC[C@H](C)N.COC[C@H](C)N.COC[C@H](C)N.COC[C@H](C)N.COC[C@H](C)N.COC[C@H](C)N

```
136
Properties=species:S:1:pos:R:3:lowdin_charge:R:1
C 0.240 6.288 -0.727 -0.0551
C 0.611 4.931 -0.130 -0.4185
C -0.495 4.440 0.770 -0.2273
O -0.061 3.306 1.483 -0.2001
C -0.957 2.944 2.514 -0.0984
N 0.921 3.957 -1.189 0.0611
H 0.198 7.028 0.076 0.0789
H -0.712 6.246 -1.256 0.0765
H 1.038 6.636 -1.384 0.0830
H 1.527 5.074 0.454 0.1366
H -1.346 4.152 0.122 0.1371
H -0.852 5.239 1.434 0.1284
H -1.923 2.645 2.091 0.0914
H -1.076 3.755 3.239 0.0910
H -0.525 2.089 3.035 0.0657
H 0.521 3.078 -0.866 0.0418
H 0.391 4.152 -2.039 0.0423
C 3.568 1.634 0.835 -0.0549
C 4.172 2.086 -0.483 -0.4334
C 3.665 1.296 -1.671 -0.2125
O 3.969 -0.080 -1.526 -0.1804
C 3.230 -0.893 -2.382 -0.1397
N 3.963 3.523 -0.667 0.0427
H 4.051 2.107 1.691 0.0710
H 3.707 0.564 1.013 0.0633
H 2.497 1.863 0.843 0.0718
H 5.256 1.938 -0.440 0.1408
H 4.171 1.666 -2.579 0.1287
H 2.592 1.440 -1.876 0.1068
H 2.145 -0.757 -2.293 0.0673
H 3.481 -1.940 -2.194 0.0875
H 3.496 -0.753 -3.447 0.0929
H 4.442 3.833 -1.506 0.0661
H 2.973 3.721 -0.840 0.0224
C -1.460 1.850 -5.074 -0.0515
C -0.222 2.607 -5.581 -0.4475
C 0.437 3.396 -4.473 -0.2078
O -0.394 4.333 -3.806 -0.2312
C -1.128 5.191 -4.667 -0.0877
N 0.789 1.722 -6.152 0.0417
H -1.209 1.276 -4.177 0.0627
H -1.821 1.176 -5.849 0.0777
H -2.256 2.533 -4.772 0.0684
H -0.557 3.262 -6.390 0.1331
H 1.348 3.898 -4.822 0.1333
H 0.766 2.690 -3.700 0.1137
H -1.992 4.696 -5.112 0.0797
H -0.468 5.621 -5.426 0.0990
H -1.491 6.008 -4.044 0.0880
H 0.506 1.339 -7.040 0.0717
H 1.060 0.990 -5.510 0.0701
C -8.479 0.728 -4.709 -0.0775
C -7.707 -0.188 -3.771 -0.4582
C -6.283 0.274 -3.607 -0.2280
O -5.607 -0.636 -2.760 -0.1939
C -4.287 -0.222 -2.488 -0.1147
N -8.360 -0.211 -2.459 0.0422
H -9.523 0.410 -4.734 0.0736
H -8.106 0.680 -5.735 0.0751
H -8.461 1.767 -4.377 0.0776
H -7.690 -1.186 -4.232 0.1386
H -6.292 1.272 -3.142 0.1352
H -5.780 0.307 -4.582 0.1295
H -3.763 -1.027 -1.980 0.0781
H -4.295 0.628 -1.790 0.0914
H -3.780 0.086 -3.410 0.0757
H -7.672 -0.498 -1.768 0.0652
H -9.070 -0.933 -2.435 0.0720
C 0.178 -0.526 4.428 -0.0709
C -0.345 -0.474 5.849 -0.4171
C -1.067 -1.753 6.202 -0.2302
O -1.323 -1.800 7.580 -0.1821
C -1.853 -3.033 7.977 -0.1185
N 0.830 -0.351 6.745 0.0525
H -0.608 -0.640 3.676 0.0769
H 0.903 -1.327 4.302 0.0673
H 0.643 0.443 4.220 0.0598
H -0.980 0.407 5.994 0.1389
H -0.505 -2.617 5.822 0.1334
H -2.025 -1.791 5.652 0.1342
H -2.081 -3.008 9.040 0.0872
H -1.160 -3.863 7.783 0.0911
H -2.782 -3.275 7.438 0.0893
H 1.249 0.566 6.614 0.0650
H 0.503 -0.361 7.706 0.0700
C 3.582 0.794 4.498 -0.0672
C 3.971 -0.597 4.979 -0.4499
C 4.892 -1.282 3.998 -0.2142
O 5.137 -2.594 4.468 -0.1964
C 6.066 -3.291 3.662 -0.1039
N 4.600 -0.534 6.309 0.0510
H 3.143 1.380 5.305 0.0706
H 2.873 0.705 3.669 0.0496
H 4.427 1.368 4.107 0.0778
H 3.031 -1.167 5.025 0.1118
H 5.832 -0.721 3.916 0.1361
H 4.386 -1.342 3.025 0.1091
H 7.031 -2.770 3.666 0.0896
H 5.681 -3.408 2.646 0.0852
H 6.228 -4.260 4.130 0.0866
H 3.852 -0.470 6.997 0.0616
H 4.960 -1.470 6.495 0.0659
C -0.837 0.659 -1.006 -0.0463
C -0.668 -0.701 -0.352 -0.4166
C 0.603 -0.715 0.466 -0.1903
O 0.726 -1.977 1.107 -0.2103
C 1.986 -2.134 1.690 -0.1189
N -1.893 -0.987 0.430 0.0662
H 0.074 1.156 -1.346 0.0550
H -1.376 1.319 -0.321 0.0778
H -1.464 0.609 -1.900 0.0590
H -0.624 -1.480 -1.120 0.1254
H 0.567 0.079 1.225 0.1288
H 1.451 -0.570 -0.215 0.1088
H 2.763 -2.451 0.980 0.0975
H 1.971 -2.892 2.477 0.0969
H 2.363 -1.226 2.179 0.0592
H -1.784 -0.532 1.339 0.0635
H -1.841 -1.971 0.701 0.0646
C 0.781 -4.147 -2.251 -0.0522
C -0.515 -4.590 -1.574 -0.4343
C -0.801 -6.044 -1.870 -0.2387
O -1.121 -6.164 -3.235 -0.1870
C -1.257 -7.499 -3.643 -0.1193
N -0.525 -4.379 -0.112 0.0560
H 0.877 -3.059 -2.165 0.0525
H 0.746 -4.383 -3.314 0.0790
H 1.657 -4.595 -1.780 0.0833
H -1.367 -4.049 -2.002 0.1376
H -1.610 -6.439 -1.240 0.1297
H 0.098 -6.646 -1.640 0.1309
H -1.633 -7.497 -4.666 0.0871
H -1.979 -8.038 -3.018 0.0882
H -0.297 -8.031 -3.647 0.0886
H 0.060 -5.109 0.288 0.0729
H -0.035 -3.507 0.081 0.0251
```

---

Entry 4:
The following is a DFT calculation (ωB97M-V/def2-TZVPD) of C4H7NO in the gas phase at a distorted geometry.

Calculated values
ΔE to the lowest compared entry with this formula, charge and spin: 237.2 kJ/mol
lowest unoccupied orbital energy: 1.023 eV
gap between HOMO and LUMO: 10.714 eV
SMILES: C[C@H]1CN1C=O

```
13
Properties=species:S:1:pos:R:3:lowdin_charge:R:1
C -0.115 -1.115 1.111 -0.0572
C 0.755 -0.028 0.552 -0.2442
C 1.011 0.380 -0.814 -0.1449
N -0.018 1.171 -0.127 0.0042
C -1.251 0.946 -0.829 -0.3004
O -1.446 0.095 -1.670 0.0266
H -0.476 -0.748 2.081 0.0852
H 0.423 -2.050 1.299 0.0822
H -0.965 -1.302 0.456 0.0706
H 1.596 0.191 1.223 0.1336
H 1.905 0.968 -0.999 0.1144
H 0.612 -0.218 -1.616 0.1030
H -2.031 1.710 -0.665 0.1269
```

---

Entry 5:
The following is a DFT calculation (ωB97M-V/def2-TZVPD) of a 2-piece molecular cluster, C2H3N7O4 overall at a distorted geometry.

Calculated values
ΔE to the lowest compared entry with this formula, charge and spin: 0.0 kJ/mol
lowest unoccupied orbital energy (alpha / beta): -3.114 / -3.113 eV
gap between HOMO and LUMO (alpha / beta): 6.952 / 6.953 eV

```
16
Properties=species:S:1:pos:R:3:lowdin_charge:R:1
C -1.635 -0.181 0.148 -0.3844
C -0.581 0.705 -0.103 0.1318
N -2.678 0.658 0.015 0.1104
N -0.898 1.855 -0.562 0.1061
N -2.216 1.809 -0.508 -0.0514
N -1.739 -1.457 0.503 0.1708
N 1.701 -0.189 0.085 0.1430
N 2.639 0.753 0.360 -0.4526
N 1.868 -1.426 -0.322 -0.4721
O 2.273 1.864 0.127 0.0826
O 3.684 0.355 0.799 0.1113
O 0.851 -2.072 -0.365 0.0321
O 2.960 -1.780 -0.607 0.1306
H -2.678 2.692 -0.309 0.1695
H -0.857 -1.915 0.320 0.0687
H -2.694 -1.671 0.418 0.1036
```

---

Entry 6:
The following is a DFT calculation (ωB97M-V/def2-TZVPD) of C3H4FN3S in the gas phase at a distorted geometry.

Calculated values
ΔE to the lowest compared entry with this formula, charge and spin: 84.3 kJ/mol
lowest unoccupied orbital energy: 0.571 eV
gap between HOMO and LUMO: 8.353 eV
SMILES: [H]/N=c1/[nH]cc(F)n1S

```
12
Properties=species:S:1:pos:R:3:lowdin_charge:R:1
C -0.112 1.325 -0.094 -0.3702
C 1.221 1.186 -0.109 -0.0220
C 0.278 -0.917 -0.052 -0.5153
H -2.665 -0.268 1.140 -0.1149
H 1.990 1.916 -0.102 0.1111
H 2.321 -0.647 -0.281 0.1440
H -0.736 -2.501 -0.107 -0.0094
N -0.723 0.079 -0.026 -0.3734
N 1.461 -0.197 -0.033 0.0820
N 0.199 -2.181 -0.087 0.1141
F -0.855 2.427 -0.070 0.0893
S -2.379 -0.223 -0.179 0.8647
```

---

Entry 7:
The following is a DFT calculation (ωB97M-V/def2-TZVPD) of C4H7NO in the gas phase at a distorted geometry.

Calculated values
ΔE to the lowest compared entry with this formula, charge and spin: 387.3 kJ/mol
lowest unoccupied orbital energy: 0.662 eV
gap between HOMO and LUMO: 9.723 eV
SMILES: C[C@@H](O)CC#N

```
13
Properties=species:S:1:pos:R:3:lowdin_charge:R:1
C -0.639 1.357 -0.865 -0.0169
C -0.063 -0.153 -0.240 -0.2559
O 1.081 0.292 -1.010 -0.1537
C 0.602 -0.705 1.027 -0.1455
C -0.324 -1.458 1.825 -0.2420
N -1.101 -2.053 2.430 0.1476
H -0.460 1.720 -1.901 0.0847
H -1.658 1.101 -0.782 0.0273
H -0.376 2.168 -0.213 0.0608
H -0.611 -0.989 -0.710 0.1341
H 1.087 0.032 -1.937 0.0958
H 1.063 0.076 1.627 0.1270
H 1.431 -1.371 0.738 0.1368
```

---

Entry 8:
The following is a DFT calculation (ωB97M-V/def2-TZVPD) of a 3-piece molecular cluster, C21H36FIN3OPS overall at a distorted geometry.

Calculated values
lowest unoccupied orbital energy: -2.028 eV
gap between HOMO and LUMO: 6.359 eV
SMILES: Cc1c(CC(=O)F)c(I)c([PH2]=N)c2nsnc12.CCCCCC.CCCCCC

```
65
Properties=species:S:1:pos:R:3:lowdin_charge:R:1
C 4.311 -2.795 -1.958 -0.0938
C 4.171 -1.168 -1.603 -0.0586
C 2.740 -0.356 -1.550 -0.1200
C 1.292 -1.099 -1.861 -0.0780
C 0.232 -1.001 -0.573 -0.1972
O 0.595 -1.101 0.710 0.0096
F -1.199 -0.733 -0.932 -0.0534
C 2.817 1.266 -1.155 -0.5065
I 1.015 2.566 -1.030 0.8326
C 4.288 1.963 -0.838 -0.2776
P 4.249 3.843 -0.331 0.6455
N 5.744 4.527 -0.408 -0.3560
C 5.737 1.198 -0.904 -0.2227
N 7.148 1.695 -0.669 -0.2959
S 8.243 0.353 -0.935 0.8929
N 7.027 -0.887 -1.315 -0.3107
C 5.598 -0.387 -1.306 -0.1605
H 3.280 -3.301 -2.194 0.0620
H 4.760 -3.391 -1.030 0.1025
H 5.006 -2.936 -2.915 0.1006
H 0.782 -0.440 -2.713 0.1289
H 1.393 -2.209 -2.216 0.1193
H 3.723 3.837 1.041 0.0064
H 3.317 4.606 -1.173 -0.0304
H 5.935 4.820 0.576 -0.0511
C -0.165 1.458 3.019 -0.1068
C 0.251 2.908 2.826 -0.2970
C 0.672 3.596 4.127 -0.2278
C -0.421 3.706 5.197 -0.2287
C -1.693 4.438 4.762 -0.2751
C -1.453 5.893 4.388 -0.1173
H -1.045 1.372 3.663 0.0703
H -0.415 1.007 2.053 0.0478
H 0.648 0.875 3.463 0.0825
H -0.561 3.463 2.344 0.0971
H 1.098 2.936 2.130 0.0488
H 1.049 4.597 3.889 0.0993
H 1.522 3.050 4.559 0.1108
H 0.002 4.219 6.071 0.1095
H -0.695 2.703 5.542 0.1009
H -2.411 4.408 5.590 0.1050
H -2.169 3.917 3.924 0.0991
H -1.014 6.444 5.226 0.0757
H -2.400 6.375 4.126 0.0697
H -0.785 5.984 3.526 0.0649
C -5.582 -5.995 -2.122 -0.1169
C -5.436 -4.873 -3.139 -0.2750
C -4.007 -4.713 -3.664 -0.2298
C -2.956 -4.343 -2.611 -0.2286
C -3.232 -3.054 -1.834 -0.2719
C -3.264 -1.814 -2.716 -0.1236
H -4.987 -5.806 -1.224 0.0662
H -6.628 -6.088 -1.813 0.0704
H -5.269 -6.952 -2.550 0.0752
H -5.792 -3.933 -2.703 0.0990
H -6.095 -5.087 -3.989 0.1050
H -4.008 -3.958 -4.459 0.1000
H -3.698 -5.652 -4.143 0.1091
H -1.983 -4.253 -3.111 0.1061
H -2.850 -5.166 -1.896 0.1008
H -2.443 -2.924 -1.084 0.0915
H -4.173 -3.133 -1.279 0.1033
H -2.317 -1.692 -3.251 0.0689
H -3.424 -0.921 -2.103 0.0652
H -4.074 -1.861 -3.450 0.0686
```

---

Entry 9:
The following is a DFT calculation (ωB97M-V/def2-TZVPD) of C4H6N2O as an isolated structure at a distorted geometry.

Calculated values
ΔE to the lowest compared entry with this formula, charge and spin: 365.5 kJ/mol
lowest unoccupied orbital energy: 0.777 eV
gap between HOMO and LUMO: 10.146 eV

```
13
Properties=species:S:1:pos:R:3:lowdin_charge:R:1
C 1.044 -0.340 -1.961 -0.0477
C 0.169 -0.420 -0.268 -0.4325
C -0.118 0.553 -1.054 -0.0114
N -2.274 1.052 0.798 0.1391
C -1.711 0.502 1.653 -0.3735
N -1.069 -0.198 2.605 0.1048
O 0.542 -1.260 0.473 0.1040
H 0.847 -1.395 -2.223 0.0923
H 0.914 0.287 -2.819 0.0645
H 2.081 -0.270 -1.603 0.0906
H -1.059 0.827 -1.524 0.0971
H -0.377 -0.824 2.198 0.0687
H -0.705 0.366 3.362 0.1041
```